(1)
An isolated molecule of C8H12ClF2INO6PS. Source: OMol25; level of theory: ωB97M-V/def2-TZVPD.

Last column: Löwdin charge in e.
CARTESIAN COORDINATES (ANGSTROEM)
I1 -1.65 -3.43 1.52  0.8588
Cl1 1.10 -2.12 -3.11  0.2926
S1 -1.40 1.92 -0.04  0.7238
P1 -0.04 -2.27 -1.40  0.6102
F1 -0.93 2.58 1.33  -0.1623
F2 1.82 -0.06 1.04  0.0168
O1 0.38 0.41 -1.98  -0.1440
O2 -2.81 1.76 0.08  -0.2222
O3 -0.82 2.71 -1.07  -0.2027
O4 -2.53 0.33 -3.73  0.1509
O5 -1.81 -0.21 -1.78  -0.1173
O6 1.12 -2.40 -0.27  -0.3986
N1 -1.78 -0.40 -3.26  0.0502
C1 0.27 -1.55 2.98  -0.1584
C2 -0.53 -0.37 -1.23  -0.6288
C3 1.46 0.80 -1.13  -0.3118
C4 -1.08 -1.50 2.28  -0.7458
C5 -1.40 -0.33 1.33  -0.1998
C6 0.96 0.74 0.33  -0.2281
C7 2.13 2.10 -1.59  0.0018
C8 -0.51 0.26 0.19  -0.2343
H1 1.55 2.54 -2.40  0.0910
H2 1.90 -1.85 -0.40  0.0364
H3 0.68 -0.54 3.07  0.0750
H4 -1.83 -1.39 3.06  0.0603
H5 1.01 1.72 0.79  0.1388
H6 2.21 2.81 -0.77  0.0874
H7 2.22 0.01 -1.23  0.1303
H8 3.14 1.89 -1.93  0.0835
H9 0.13 -1.92 4.00  0.0777
H10 0.99 -2.19 2.48  0.0556
H11 -2.35 -0.55 0.85  0.1031
H12 -1.61 0.50 2.00  0.1100

Computed properties:
Charge = 0
E = -2515.30215 Eh
Molecular weight = 481.58 Da
HOMO energy = -0.3318 hartree
Largest force on an atom = 0.976 eV/Å
LUMO = -0.01464 hartree
HOMO-LUMO gap = 8.630 eV

(2)
A structure of composition C4H10NO2. Source: OMol25; level of theory: ωB97M-V/def2-TZVPD.

Last column: Löwdin charge in e.
CARTESIAN COORDINATES (ANGSTROEM)
O1 1.29 -0.07 -0.80  -0.1483
O2 1.87 -0.07 1.43  -0.2732
N1 0.01 1.39 1.09  -0.0635
C1 -0.86 0.68 0.05  -0.2037
C2 -0.61 -0.92 -2.02  -0.0751
C3 0.68 0.33 1.99  -0.4271
C4 -0.06 -0.41 -0.66  -0.5064
H1 1.73 -0.22 0.16  -0.0432
H2 -1.58 -1.44 -1.83  0.0583
H3 -0.08 -1.25 0.08  0.1249
H4 0.79 1.73 0.54  0.0692
H5 0.07 -1.60 -2.54  0.0581
H6 -1.69 0.25 0.69  0.1049
H7 -1.33 1.42 -0.63  0.0925
H8 -0.01 -0.53 2.20  0.0891
H9 0.78 0.85 2.97  0.0761
H10 -1.02 -0.15 -2.73  0.0675

Computed properties:
Charge = -1
E = -363.62698 Eh
Molecular weight = 104.13 Da
HOMO energy = -0.1265 hartree
Largest force on an atom = 2.487 eV/Å
LUMO = 0.15336 hartree
Energy relative to the best compared isomer or geometry (same formula, charge and spin) = 61.14 kcal per mole
HOMO-LUMO gap = 7.615 eV

(3)
An isolated molecule of C15H19NO4. Source: OMol25; level of theory: ωB97M-V/def2-TZVPD.

Last column: Löwdin charge in e.
CARTESIAN COORDINATES (ANGSTROEM)
O1 1.73 -1.56 2.00  0.0647
O2 -0.36 -1.40 2.77  0.0522
O3 1.86 2.36 1.00  0.0443
O4 2.92 0.44 1.42  0.0430
N1 -1.00 2.30 2.89  -0.0826
C1 -0.73 1.28 1.53  -0.0436
C2 1.75 1.19 1.36  -0.4640
C3 0.17 3.23 3.11  -0.0457
C4 -4.34 0.11 1.53  -0.0785
C5 -2.07 3.31 3.14  -0.0778
C6 2.82 -1.02 1.22  -0.5055
C7 2.59 -1.31 -0.27  0.0062
C8 -1.95 0.34 1.25  -0.1615
C9 4.17 -1.63 1.65  0.0073
C10 -1.92 -0.93 0.61  -0.0174
C11 0.52 0.51 1.69  -0.1035
C12 0.58 -0.83 2.20  -0.4369
C13 -3.17 0.85 1.62  -0.0742
C14 -4.33 -1.13 0.90  -0.0841
C15 -3.12 -1.62 0.40  -0.0665
H1 -3.21 1.89 1.96  0.0712
H2 -0.99 1.66 3.72  0.1912
H3 3.42 -0.87 -0.86  0.1009
H4 4.99 -1.21 1.06  0.0937
H5 1.62 -0.87 -0.58  0.0908
H6 -2.25 3.98 2.30  0.1142
H7 -3.08 -2.58 -0.13  0.1076
H8 -0.69 2.09 0.70  0.1849
H9 -0.13 3.77 4.04  0.0876
H10 1.12 2.72 3.27  0.0945
H11 -5.25 0.52 1.97  0.1031
H12 4.18 -2.72 1.48  0.0913
H13 -5.22 -1.73 0.80  0.0969
H14 -3.01 2.91 3.48  0.0852
H15 -1.68 3.92 3.97  0.0806
H16 -0.99 -1.38 0.20  0.1230
H17 0.29 3.97 2.30  0.1197
H18 2.58 -2.40 -0.43  0.0982
H19 4.37 -1.44 2.71  0.0894

Computed properties:
Charge = 0
E = -938.63285 Eh
Molecular weight = 277.32 Da
HOMO energy = -0.2982 hartree
Largest force on an atom = 2.112 eV/Å
LUMO = 0.01105 hartree
Energy relative to the best compared isomer or geometry (same formula, charge and spin) = 80.28 kcal per mole
HOMO-LUMO gap = 8.415 eV

(4)
A structure of composition C33H41N2O4P2S3W. Source: OMol25; level of theory: ωB97M-V/def2-TZVPD.

Last column: Löwdin charge in e.
CARTESIAN COORDINATES (ANGSTROEM)
W1 0.29 0.28 -0.02  0.5592
S1 1.18 0.81 2.06  0.6278
S2 0.19 2.62 -0.02  0.7085
S3 2.26 -1.37 0.23  0.6597
P1 -1.41 -0.78 1.40  0.9797
P2 1.34 0.85 -2.25  0.6240
O1 -0.32 -1.46 -1.15  -0.3677
O2 2.84 1.40 -2.35  -0.2631
O3 1.33 -0.42 -3.20  -0.2762
O4 0.49 1.92 -3.09  -0.2980
N1 -1.65 0.67 -1.17  -0.0711
N2 0.48 -2.51 -1.40  -0.1677
C1 -0.02 -4.47 2.25  -0.0633
C2 -0.03 -3.44 -2.23  -0.0064
C3 -5.40 -0.12 0.61  -0.0554
C4 3.62 1.83 -1.20  -0.2774
C5 4.98 1.18 -1.26  -0.0644
C6 1.12 2.48 2.43  -0.7221
C7 0.53 4.81 1.67  -0.0977
C8 1.71 -2.58 -0.84  -0.6285
C9 -2.05 1.30 3.10  -0.1092
C10 -4.23 -0.58 1.21  -0.0737
C11 0.65 3.32 1.48  -0.7232
C12 -5.33 0.60 -0.57  -0.0539
C13 -3.00 -0.34 0.61  -0.2882
C14 -2.14 1.95 4.32  -0.0753
C15 -2.95 0.39 -0.56  -0.2747
C16 3.21 -1.33 -4.40  -0.0517
C17 -1.85 1.27 5.49  -0.0724
C18 1.51 2.93 3.81  -0.0935
C19 -4.11 0.87 -1.16  -0.0152
C20 -1.06 -5.33 1.93  -0.0695
C21 -0.30 4.15 -3.49  -0.0697
C22 1.98 -4.69 -2.00  -0.0480
C23 -2.42 -3.44 1.29  -0.0694
C24 0.93 3.27 -3.37  -0.2775
C25 -1.39 -0.73 4.23  -0.0740
C26 1.98 -0.45 -4.49  -0.2336
C27 0.70 -4.55 -2.55  -0.0366
C28 -1.68 -0.05 3.05  -0.3816
C29 -1.37 -2.58 1.61  -0.3414
C30 -0.17 -3.10 2.08  -0.1281
C31 -2.26 -4.81 1.45  -0.0687
C32 -1.48 -0.07 5.45  -0.0638
C33 2.47 -3.72 -1.17  -0.0705
H1 -0.83 4.17 -2.54  0.0571
H2 1.58 3.63 -2.57  0.0963
H3 5.49 1.42 -2.19  0.0837
H4 -1.26 -0.60 6.36  0.1094
H5 -1.02 -3.23 -2.59  0.1443
H6 1.98 2.12 4.37  0.0713
H7 0.00 5.16 -3.76  0.0857
H8 2.24 0.57 -4.80  0.1131
H9 5.59 1.52 -0.43  0.0861
H10 -3.35 -3.06 0.90  0.0967
H11 2.93 -2.33 -4.06  0.0714
H12 0.63 3.26 4.36  0.0807
H13 -1.63 1.61 -1.56  0.0616
H14 1.25 -0.85 -5.19  0.1236
H15 3.68 -1.41 -5.38  0.0868
H16 4.87 0.10 -1.18  0.0649
H17 1.50 3.24 -4.30  0.1231
H18 1.48 5.25 1.97  0.0848
H19 2.59 -5.56 -2.24  0.1181
H20 -0.97 3.77 -4.27  0.0821
H21 -6.35 -0.31 1.08  0.1128
H22 -0.20 5.03 2.45  0.0874
H23 3.10 1.56 -0.27  0.0596
H24 0.28 -5.29 -3.22  0.1142
H25 3.67 2.92 -1.26  0.1211
H26 -1.51 0.03 -1.95  0.1005
H27 -4.04 1.44 -2.08  0.1204
H28 -0.95 -6.40 2.05  0.1084
H29 -2.44 2.99 4.35  0.1105
H30 -3.08 -5.48 1.20  0.1084
H31 2.21 3.76 3.76  0.0833
H32 3.93 -0.91 -3.70  0.0745
H33 0.66 -2.44 2.31  0.0762
H34 -1.09 -1.77 4.20  0.1014
H35 -2.25 1.84 2.18  0.1081
H36 0.92 -4.87 2.62  0.1121
H37 -4.28 -1.11 2.15  0.1215
H38 3.46 -3.80 -0.73  0.1144
H39 -1.93 1.78 6.44  0.1089
H40 -6.24 0.97 -1.03  0.1130
H41 0.20 5.30 0.75  0.0658

Computed properties:
Charge = +1
E = -3636.89496 Eh
Molecular weight = 871.69 Da
HOMO energy (alpha / beta) = -0.3464 / -0.3463 hartree
Largest force on an atom = 0.704 eV/Å
LUMO (alpha / beta) = -0.10119 / -0.10117 hartree
Energy relative to the best compared isomer or geometry (same formula, charge and spin) = 0.00 kcal per mole
HOMO-LUMO gap (alpha / beta) = 6.672 / 6.672 eV